A molecular structure, C9H18BrInNO3 in a non-equilibrium geometry. Source: the Open Molecules 2025 dataset; level of theory: ωB97M-V with the def2-TZVPD basis set.

Computed properties:
HOMO-LUMO gap = 0.291 hartree
Spin multiplicity = 1
LUMO level = 2.88 eV
Total charge = -1

Element x y z (Å)
1 C 0.1980 -2.2776 2.1263
2 C -0.3622 -2.0464 0.7398
3 O -1.5014 -1.6574 0.5936
4 N 0.5325 -2.3729 -0.3312
5 C -0.2671 -2.7792 -1.4973
6 C 1.3635 -1.2063 -0.7292
7 C 1.7683 -0.2858 0.4013
8 C 2.5342 0.9489 -0.1562
9 C 1.7104 2.2301 -0.0435
10 In -0.3255 2.1816 -0.9473
11 Br -0.4976 4.4170 -2.3491
12 C -1.9689 2.2266 0.5659
13 C -3.2766 2.0295 -0.1236
14 O -3.5407 2.3699 -1.2635
15 O -4.2714 1.4129 0.6433
16 H 0.3707 -1.3231 2.6066
17 H -0.4890 -2.8969 2.6877
18 H 1.1488 -2.7931 2.0567
19 H 0.3959 -3.0680 -2.3065
20 H -0.8940 -3.6311 -1.2605
21 H -0.8971 -1.9736 -1.8648
22 H 2.2811 -1.6055 -1.1591
23 H 0.8858 -0.6180 -1.5071
24 H 2.4467 -0.7992 1.0751
25 H 0.9109 0.1099 0.9375
26 H 2.8466 0.7479 -1.1786
27 H 3.4438 1.0537 0.4380
28 H 2.2323 3.0776 -0.4798
29 H 1.5921 2.4337 1.0205
30 H -0.6436 0.8517 -2.0642
31 H -1.8619 1.4640 1.3352
32 H -1.9652 3.1892 1.0686
33 H -3.8993 0.5898 0.9653

---

A molecular structure, C22H27AuNO7P2STe in a non-equilibrium geometry. Source: the Open Molecules 2025 dataset; level of theory: ωB97M-V with the def2-TZVPD basis set.

Computed properties:
HOMO-LUMO gap (spin up / spin down) = 0.195 / 0.196 hartree
Energy above the lowest of the compared OMol25 structures with the same formula, charge and spin = 0.4808 eV
Spin multiplicity = 1
LUMO level (spin up / spin down) = -6.01 / -5.81 eV
Total charge = +1

Element x y z (Å)
1 Au 0.1069 -0.8441 -1.1282
2 N -3.9859 -0.6962 1.3840
3 C -2.7553 -0.4837 0.4994
4 C -3.1513 0.3819 -0.6974
5 P -1.4796 0.3679 1.5626
6 O -1.6945 -0.4387 2.9483
7 O -1.9441 1.7620 1.7546
8 O -0.0962 0.0935 1.0179
9 P -2.3805 -2.2307 -0.0655
10 O -1.4817 -2.7456 1.1838
11 O -3.7039 -2.9089 -0.0786
12 O -1.5098 -2.2424 -1.3146
13 H -4.6271 0.0916 1.3217
14 H -3.6923 -0.8107 2.3583
15 H -4.4179 -1.5788 1.0436
16 H -3.5791 1.3222 -0.3493
17 H -3.8588 -0.1360 -1.3477
18 H -2.2703 0.6307 -1.2875
19 H -1.0897 -1.1889 3.0228
20 H -1.3097 -3.6953 1.1219
21 Te 1.5250 1.1746 -1.8770
22 C 3.4839 0.4600 -1.7083
23 C 4.1502 0.4015 -0.4843
24 C 5.4354 -0.1135 -0.4446
25 C 6.0484 -0.5450 -1.6160
26 C 5.3827 -0.4683 -2.8333
27 C 4.0986 0.0527 -2.8922
28 H 3.6662 0.7291 0.4280
29 H 5.9588 -0.1820 0.4998
30 H 7.0583 -0.9331 -1.5819
31 H 5.8645 -0.8072 -3.7406
32 H 3.5823 0.1210 -3.8446
33 O -0.1912 2.5169 -0.9356
34 S -0.1907 3.5655 0.1846
35 C 0.8291 2.8479 1.4850
36 C 0.9283 3.8021 2.6455
37 C -0.2362 4.2503 3.2678
38 C -0.1615 5.1844 4.2909
39 C 1.0710 5.6784 4.6982
40 C 2.2335 5.2163 4.0970
41 C 2.1606 4.2828 3.0717
42 C 0.9089 4.9159 -0.3789
43 C 2.0566 4.4205 -1.1962
44 C 3.2959 4.1359 -0.6195
45 C 4.3577 3.7089 -1.4032
46 C 4.1992 3.5729 -2.7779
47 C 2.9724 3.8628 -3.3636
48 C 1.9058 4.2637 -2.5745
49 H 1.7956 2.6075 1.0288
50 H 0.3014 1.9283 1.7431
51 H -1.1964 3.8452 2.9589
52 H -1.0684 5.5298 4.7700
53 H 1.1267 6.4086 5.4957
54 H 3.1969 5.5890 4.4196
55 H 3.0737 3.9058 2.6222
56 H 1.2106 5.4137 0.5452
57 H 0.2594 5.5773 -0.9508
58 H 3.4387 4.2898 0.4449
59 H 5.3173 3.5064 -0.9454
60 H 5.0369 3.2658 -3.3913
61 H 2.8462 3.7854 -4.4368
62 H 0.9542 4.5060 -3.0358

---

A molecular structure, C14H25BIrN6Si in a non-equilibrium geometry. Source: the Open Molecules 2025 dataset; level of theory: ωB97M-V with the def2-TZVPD basis set.

Computed properties:
HOMO-LUMO gap (spin up / spin down) = 0.314 / 0.135 hartree
Energy above the lowest of the compared OMol25 structures with the same formula, charge and spin = 0.0000 eV
Spin multiplicity = 6
⟨S²⟩ = 8.8098
LUMO level (spin up / spin down) = -13.23 / -17.97 eV
Total charge = +4

Element x y z (Å)
1 C 2.6892 -0.5796 -0.5579
2 N 1.3422 -0.6185 -0.7825
3 N 1.0523 0.0900 -1.9663
4 C 2.2522 0.2654 -2.5747
5 C 3.2814 -0.0970 -1.7122
6 B -0.3852 0.4057 -2.6803
7 N -1.1322 -0.9116 -2.3340
8 N -0.9991 -1.6755 -1.1784
9 C -1.6665 -2.8412 -1.3601
10 C -2.0944 -2.9193 -2.6799
11 C -1.7171 -1.7162 -3.2697
12 Ir 0.0742 -1.2985 0.5288
13 N -1.1460 1.9287 -2.8190
14 N -2.0712 2.4892 -1.9316
15 C -2.1614 3.8027 -2.1785
16 C -1.5639 4.1065 -3.4405
17 C -0.9656 2.8813 -3.8212
18 H -2.6130 4.4853 -1.4537
19 H -0.4356 2.6276 -4.7391
20 H -1.5705 5.0641 -3.9429
21 H -0.0402 0.3233 -3.8519
22 H -1.8148 -1.3695 -4.2838
23 H 2.2820 0.7006 -3.5764
24 H -2.6099 -3.7645 -3.1008
25 H 4.3486 0.0566 -1.8521
26 H -1.6909 -3.6076 -0.5672
27 H 3.1138 -0.9198 0.4131
28 H -2.0103 -0.7703 0.6943
29 C -1.6536 -1.5403 1.4013
30 H -2.2798 -2.4207 1.1726
31 H -0.5544 -2.1460 1.5582
32 H -1.8329 -1.1506 2.3971
33 C 2.1070 -1.3532 3.0591
34 Si 0.8596 0.0166 3.3017
35 C -0.5841 -0.4917 4.3822
36 C 1.6239 1.5516 4.0683
37 C 0.2923 0.4244 1.5373
38 H 2.1221 -1.9817 3.9586
39 H 3.1058 -0.9193 2.9165
40 H 1.8745 -1.9933 2.1863
41 H -0.2449 -0.4952 5.4281
42 H -1.4039 0.2352 4.2856
43 H -0.9574 -1.4952 4.1424
44 H 2.4088 1.9804 3.4304
45 H 0.8557 2.3201 4.2370
46 H 2.0666 1.2903 5.0393
47 H -0.6494 1.0006 1.4472
48 H 1.0956 1.0300 1.0691

---

A molecular structure, C7H9N3 in a non-equilibrium geometry. Source: the Open Molecules 2025 dataset; level of theory: ωB97M-V with the def2-TZVPD basis set.

Computed properties:
HOMO-LUMO gap = 0.308 hartree
Energy above the lowest of the compared OMol25 structures with the same formula, charge and spin = 5.3472 eV
Spin multiplicity = 1
LUMO level = -0.14 eV

Element x y z (Å)
1 C 0.2555 -2.2446 0.0215
2 C -2.4662 -0.2900 -1.5162
3 C -1.6355 -0.2886 -0.3657
4 C -0.7891 0.8531 -2.0195
5 C 1.9545 0.7273 1.9401
6 C 0.8697 0.2543 1.0725
7 C 0.3694 0.9410 0.1030
8 N -0.3345 -2.9669 -0.5502
9 N -1.8905 0.3871 -2.5263
10 N -0.6107 0.5017 -0.7178
11 H -3.3426 -0.7396 -1.7118
12 H -1.7408 -0.6578 0.5258
13 H -0.0834 1.4967 -2.6696
14 H 2.0563 1.8085 1.8334
15 H 2.9171 0.2429 1.6712
16 H 1.7151 0.4922 2.9674
17 H 1.3610 -1.6188 0.6864
18 H 0.4423 -0.6039 1.6375
19 H 0.9520 1.7055 -0.3816

---

A gas-phase ion, C12H13O2 (charge +1) in a non-equilibrium geometry. Source: the Open Molecules 2025 dataset; level of theory: ωB97M-V with the def2-TZVPD basis set.

Computed properties:
HOMO-LUMO gap (spin up / spin down) = 0.216 / 0.216 hartree
Energy above the lowest of the compared OMol25 structures with the same formula, charge and spin = 1.0457 eV
Spin multiplicity = 1
LUMO level (spin up / spin down) = -6.71 / -6.71 eV
Total charge = +1

Element x y z (Å)
1 C -3.6815 -0.7032 -0.3063
2 C -2.6437 -1.5580 -0.7021
3 C -3.3298 0.5010 0.3339
4 C -1.3391 -1.3198 -0.3072
5 C -1.9991 0.8651 0.5545
6 C -1.0385 -0.0859 0.2290
7 C 2.3580 -0.8179 -1.0387
8 C 2.5691 -0.9644 0.4527
9 C 1.2220 -0.7708 1.2732
10 C 0.3388 0.3232 0.6862
11 C 1.0536 1.0179 -0.7148
12 C 2.1039 2.0114 -0.3340
13 O 3.5801 -1.3343 0.9673
14 O 1.4316 -0.0740 -1.5098
15 H -4.6972 -0.8397 -0.6323
16 H -2.8614 -2.5446 -1.1963
17 H -3.9955 1.1976 0.7323
18 H -0.5186 -2.1415 -0.5820
19 H -1.5296 1.8002 0.9203
20 H 2.5816 -1.8230 -1.6515
21 H 0.7514 -1.8987 1.3184
22 H 1.6592 -0.6134 2.2751
23 H 0.2931 1.2389 1.4165
24 H 0.3630 1.6288 -1.2538
25 H 1.6048 2.9689 -0.1566
26 H 2.7823 2.1763 -1.2320
27 H 2.9414 1.7600 0.4581

---

- Which formula does entry 1 have?
  C9H18BrInNO3

---

Repeat the fourth record exactly.
A molecular structure, C7H9N3 in a non-equilibrium geometry. Source: the Open Molecules 2025 dataset; level of theory: ωB97M-V with the def2-TZVPD basis set.

Computed properties:
HOMO-LUMO gap = 0.308 hartree
Energy above the lowest of the compared OMol25 structures with the same formula, charge and spin = 5.3472 eV
Spin multiplicity = 1
LUMO level = -0.14 eV

Element x y z (Å)
1 C 0.2555 -2.2446 0.0215
2 C -2.4662 -0.2900 -1.5162
3 C -1.6355 -0.2886 -0.3657
4 C -0.7891 0.8531 -2.0195
5 C 1.9545 0.7273 1.9401
6 C 0.8697 0.2543 1.0725
7 C 0.3694 0.9410 0.1030
8 N -0.3345 -2.9669 -0.5502
9 N -1.8905 0.3871 -2.5263
10 N -0.6107 0.5017 -0.7178
11 H -3.3426 -0.7396 -1.7118
12 H -1.7408 -0.6578 0.5258
13 H -0.0834 1.4967 -2.6696
14 H 2.0563 1.8085 1.8334
15 H 2.9171 0.2429 1.6712
16 H 1.7151 0.4922 2.9674
17 H 1.3610 -1.6188 0.6864
18 H 0.4423 -0.6039 1.6375
19 H 0.9520 1.7055 -0.3816